{
  "formula": "C30H48BaCl3N2O3PSi",
  "method": "the ωB97M-V functional and the def2-TZVPD basis",
  "multiplicity": 1,
  "homo_energy_ev": -0.8,
  "energy_ha": -3544.3121,
  "gap_ev": 4.94,
  "charge": -2,
  "elements": ["Ba", "C", "C", "C", "C", "C", "C", "C", "C", "C", "C", "C", "C", "N", "C", "C", "N", "C", "C", "C", "C", "C", "C", "C", "C", "C", "C", "C", "C", "H", "H", "H", "H", "H", "H", "H", "H", "H", "H", "H", "H", "H", "H", "H", "H", "H", "H", "H", "H", "H", "H", "H", "H", "H", "H", "H", "H", "H", "H", "H", "H", "H", "H", "H", "H", "C", "O", "P", "O", "C", "O", "C", "H", "H", "H", "H", "H", "H", "H", "H", "H", "Cl", "Si", "Cl", "Cl", "C", "H", "H", "H"],
  "xyz": [[-0.19, 1.09, 0.09], [-2.55, 1.64, -2.70], [-3.63, 0.84, -1.98], [-3.80, 1.23, -0.51], [-3.54, -0.67, -2.16], [-4.56, -1.28, -2.87], [-4.62, -2.65, -3.08], [-3.67, -3.43, -2.46], [-2.63, -2.88, -1.71], [-1.80, -3.83, -0.85], [-0.93, -4.79, -1.66], [-2.70, -4.63, 0.10], [-2.47, -1.46, -1.62], [-1.39, -0.85, -1.04], [-0.15, -1.45, -1.30], [1.01, -1.44, -0.58], [1.34, -0.83, 0.63], [2.35, -1.43, 1.36], [3.50, -0.68, 1.73], [4.52, -1.30, 2.45], [4.47, -2.63, 2.80], [3.35, -3.37, 2.46], [2.28, -2.80, 1.77], [1.00, -3.59, 1.55], [-0.11, -3.05, 2.45], [1.14, -5.09, 1.77], [3.69, 0.78, 1.38], [3.63, 1.10, -0.12], [2.80, 1.70, 2.22], [-2.80, 2.71, -2.69], [-2.45, 1.33, -3.74], [-1.56, 1.53, -2.26], [-4.57, 1.12, -2.48], [-3.00, 0.87, 0.13], [-4.73, 0.81, -0.11], [-3.85, 2.32, -0.40], [-5.33, -0.64, -3.30], [-5.42, -3.09, -3.67], [-3.73, -4.51, -2.54], [-1.16, -3.21, -0.23], [-1.55, -5.41, -2.31], [-0.37, -5.45, -0.99], [-0.22, -4.24, -2.28], [-3.37, -5.30, -0.45], [-3.33, -3.96, 0.70], [-2.10, -5.24, 0.78], [-0.05, -1.95, -2.26], [1.83, -1.95, -1.10], [5.40, -0.70, 2.70], [5.29, -3.09, 3.34], [3.30, -4.41, 2.76], [0.70, -3.44, 0.51], [0.15, -3.20, 3.50], [-1.06, -3.56, 2.26], [-0.26, -1.98, 2.27], [1.33, -5.33, 2.82], [1.94, -5.53, 1.17], [0.20, -5.58, 1.49], [4.72, 1.01, 1.68], [2.69, 0.81, -0.58], [4.41, 0.57, -0.66], [3.79, 2.17, -0.28], [1.74, 1.53, 2.06], [3.00, 2.75, 1.99], [2.98, 1.54, 3.28], [3.15, 6.01, -0.43], [2.31, 5.65, 0.66], [1.13, 4.55, 0.40], [0.07, 5.56, -0.34], [-1.00, 4.89, -1.03], [0.56, 4.46, 1.90], [0.06, 5.57, 2.63], [3.94, 6.65, -0.03], [2.59, 6.54, -1.20], [3.60, 5.12, -0.89], [-0.60, 4.18, -1.77], [-1.57, 5.65, -1.56], [-1.65, 4.36, -0.32], [-0.60, 5.17, 3.40], [-0.50, 6.25, 1.99], [0.88, 6.12, 3.10], [3.07, 1.32, -3.99], [1.28, 2.32, -3.22], [0.16, 2.44, -5.09], [2.08, 4.37, -3.28], [-1.80, 2.19, 2.23], [-2.70, 1.59, 2.50], [-2.17, 3.20, 1.97], [-1.21, 2.31, 3.16]]
}